C3H9N2 | wB97M-V/def2-TZVPD

CARTESIAN COORDINATES (ANGSTROEM)
C -0.48 -1.77 -0.30
C 0.83 -1.37 0.36
C -0.40 1.62 0.08
N -0.22 -1.44 1.08
N 0.68 1.08 -0.68
H -0.99 -1.01 -0.99
H -0.45 -2.75 -0.67
H 1.74 -0.94 0.48
H -0.24 1.75 1.09
H -0.47 2.69 -0.17
H -1.23 0.94 0.02
H -0.61 -1.29 2.06
H 1.41 1.81 -0.78
H 0.42 0.68 -1.58

Summary:
Energy above the lowest of the compared OMol25 structures with the same formula, charge and spin, kJ/mol: 437.48
Molar mass, Da: 73.12
2S+1: 1
Charge: +1
DFT total energy, a.u.: -228.8202
HOMO level, eV: -13.644
LUMO level, Ha: -0.1835